103
Properties=species:S:1:pos:R:3 method="wB97M-V/def2-TZVPD" total_charge=+1 orbital_gap_ev=9.502
C 1.432 -2.962 2.403
C 0.179 -3.169 3.382
O -0.411 -1.922 3.834
C -1.409 -1.469 2.884
C -1.327 0.107 2.619
C 0.204 0.598 2.566
C 0.605 1.092 4.028
N 0.343 2.533 4.300
C 0.898 3.452 3.264
C 1.319 2.769 1.891
C 2.889 2.427 1.795
F 3.495 3.659 1.473
F 3.445 2.040 3.001
F 3.187 1.576 0.729
N 0.452 1.612 1.481
H 1.812 -3.933 1.966
H 2.258 -2.449 2.981
H 1.114 -2.308 1.520
H 0.585 -3.687 4.318
H -0.638 -3.837 2.936
H -2.417 -1.643 3.396
H -1.428 -2.079 1.929
H -1.836 0.423 1.649
H -1.820 0.661 3.472
H 0.818 -0.337 2.323
H 1.670 0.754 4.273
H -0.058 0.503 4.750
H 0.899 2.737 5.149
H 1.763 4.101 3.627
H 0.060 4.192 3.006
H 1.163 3.564 1.081
H 0.763 1.143 0.613
H -0.473 2.030 1.251
C 3.004 6.136 -1.015
C 2.884 7.645 -1.087
O 1.625 8.021 -1.664
C 0.581 8.061 -0.819
O 0.646 7.803 0.352
C -0.678 8.520 -1.550
F -0.815 7.935 -2.753
F -0.669 9.846 -1.766
F -1.798 8.248 -0.863
H 2.847 5.691 -2.000
H 3.990 5.845 -0.648
H 2.247 5.715 -0.349
H 3.661 8.046 -1.739
H 3.018 8.106 -0.105
C -4.542 -8.446 0.360
C -3.288 -8.759 1.151
O -2.223 -7.864 0.785
C -2.213 -6.677 1.409
O -3.019 -6.330 2.227
C -1.008 -5.854 0.962
F -0.805 -5.907 -0.364
F 0.132 -6.280 1.537
F -1.129 -4.547 1.276
H -4.334 -8.462 -0.712
H -5.327 -9.172 0.579
H -4.917 -7.447 0.598
H -2.945 -9.767 0.912
H -3.471 -8.729 2.226
C 2.158 0.123 -1.671
C 2.429 1.252 -2.646
O 2.250 0.806 -3.995
C 0.985 0.827 -4.453
O 0.038 1.185 -3.808
C 0.939 0.377 -5.911
F 1.712 -0.697 -6.143
F 1.367 1.345 -6.741
F -0.297 0.047 -6.310
H 2.777 -0.746 -1.907
H 2.368 0.438 -0.649
H 1.116 -0.204 -1.728
H 3.468 1.573 -2.558
H 1.804 2.124 -2.437
C -0.988 4.596 -9.825
C 0.263 4.235 -9.050
O 1.345 5.111 -9.403
C 1.387 6.285 -8.750
O 0.592 6.628 -7.919
C 2.607 7.092 -9.186
F 2.796 7.061 -10.516
F 3.738 6.621 -8.625
F 2.517 8.385 -8.843
H -0.787 4.599 -10.899
H -1.789 3.885 -9.617
H -1.336 5.598 -9.564
H 0.580 3.224 -9.314
H 0.086 4.246 -7.972
C -2.137 -5.091 7.074
C -2.853 -6.241 7.754
O -3.207 -7.251 6.798
C -2.245 -8.141 6.500
O -1.144 -8.134 6.974
C -2.771 -9.180 5.512
F -3.500 -8.627 4.523
F -3.565 -10.083 6.114
F -1.788 -9.872 4.918
H -2.740 -4.695 6.254
H -1.936 -4.288 7.785
H -1.188 -5.420 6.644
H -3.787 -5.885 8.193
H -2.256 -6.663 8.566

=====

12
Properties=species:S:1:pos:R:3 method="wB97M-V/def2-TZVPD" de_lowest_ev=6.016 orbital_gap_ev=9.114
C -1.695 0.097 0.627
C 0.258 0.077 -0.028
O 1.255 -0.840 -1.793
O 0.209 -0.930 -0.794
S 0.373 1.856 -0.650
S 1.376 0.262 1.383
H -2.157 1.073 0.495
H -1.422 -0.021 1.688
H -2.165 -0.685 0.061
H 1.283 -1.576 -2.376
H 1.655 1.465 -0.911
H 1.029 -0.778 2.299

=====

9
Properties=species:S:1:pos:R:3 method="wB97M-V/def2-TZVPD" de_lowest_ev=2.677 smiles="O=C(NO)OO" orbital_gap_ev=10.570
O -0.014 1.518 0.537
C 0.027 0.330 0.388
N 1.076 -0.506 0.180
O 2.337 -0.002 -0.083
O -1.208 -0.618 0.224
O -2.368 0.097 -0.146
H 0.917 -1.320 -0.321
H 2.128 0.995 -0.124
H -2.894 -0.494 -0.654

=====

95
Properties=species:S:1:pos:R:3 method="wB97M-V/def2-TZVPD" multiplicity=5 de_lowest_ev=0.000 s2=6.014 orbital_gap_ev="6.772 / 6.283"
Rh 0.629 0.580 0.418
O 4.916 4.948 1.045
C 4.710 4.742 -0.346
C 3.470 3.865 -0.545
C 3.372 3.622 -2.060
O 2.122 3.106 -2.479
C 3.660 2.578 0.279
Se 2.938 0.869 -0.402
C 2.265 4.686 -0.075
Se 0.560 3.773 -0.006
H 5.696 5.496 1.166
H 5.576 4.242 -0.797
H 4.561 5.700 -0.860
H 4.185 2.953 -2.367
H 3.498 4.572 -2.587
H 2.078 2.207 -2.094
H 3.275 2.725 1.285
H 4.727 2.374 0.374
H 2.148 5.568 -0.706
H 2.447 5.023 0.949
C -1.014 -2.319 -0.737
N -2.083 -1.857 0.129
C -2.600 -0.496 -0.001
P -1.473 0.811 -0.662
C -2.505 2.251 -0.242
C -2.483 2.677 1.087
C -3.234 3.773 1.477
C -3.998 4.460 0.543
C -4.016 4.044 -0.780
C -3.274 2.939 -1.174
C -1.561 0.700 -2.475
C -0.721 1.554 -3.190
C -0.682 1.505 -4.575
C -1.474 0.594 -5.260
C -2.316 -0.256 -4.556
C -2.364 -0.200 -3.170
C -3.038 -2.793 0.589
C -3.349 -3.955 -0.116
C -4.271 -4.862 0.391
C -4.914 -4.617 1.593
C -4.622 -3.452 2.291
C -3.693 -2.552 1.800
P 0.632 -1.726 -0.136
C 1.668 -2.296 -1.520
C 2.507 -3.404 -1.447
C 3.269 -3.775 -2.547
C 3.191 -3.050 -3.726
C 2.354 -1.945 -3.807
C 1.603 -1.564 -2.707
C 1.049 -2.813 1.255
C 0.262 -3.876 1.688
C 0.619 -4.590 2.825
C 1.766 -4.255 3.528
C 2.557 -3.197 3.099
C 2.193 -2.471 1.977
H -1.107 -2.000 -1.780
H -0.997 -3.407 -0.750
H -2.843 -0.102 0.989
H -3.536 -0.469 -0.579
H -1.855 2.161 1.808
H -3.208 4.101 2.508
H -4.575 5.325 0.846
H -4.608 4.582 -1.510
H -3.287 2.622 -2.209
H -0.091 2.267 -2.670
H -0.019 2.174 -5.109
H -1.436 0.545 -6.341
H -2.938 -0.966 -5.085
H -3.029 -0.872 -2.641
H -2.883 -4.155 -1.072
H -4.495 -5.759 -0.171
H -5.634 -5.324 1.984
H -5.109 -3.249 3.236
H -3.448 -1.665 2.370
H 2.571 -3.973 -0.528
H 3.925 -4.633 -2.479
H 3.789 -3.341 -4.581
H 2.297 -1.369 -4.722
H 0.975 -0.680 -2.764
H -0.645 -4.150 1.165
H -0.008 -5.407 3.161
H 2.038 -4.810 4.417
H 3.445 -2.921 3.653
H 2.783 -1.614 1.667
C 0.139 0.353 5.301
C -0.598 -0.475 4.466
C -0.414 -0.415 3.089
C 0.487 0.485 2.508
C 1.203 1.319 3.367
C 1.043 1.249 4.747
H 0.011 0.300 6.375
H -1.306 -1.182 4.886
H -0.981 -1.099 2.462
H 1.904 2.041 2.960
H 1.624 1.900 5.390

=====

22
Properties=species:S:1:pos:R:3 method="wB97M-V/def2-TZVPD" total_charge=+1 orbital_gap_ev=8.137
O -1.527 0.356 -0.520
C -1.792 -1.037 -0.377
C -0.505 -1.664 0.102
O 0.602 -1.107 -0.591
C 1.871 -1.194 0.062
C 2.581 0.144 0.152
O 1.915 1.221 -0.427
Be 0.245 0.577 -1.246
H -2.091 -1.410 -1.366
H -2.601 -1.223 0.340
H -0.532 -2.754 -0.034
H -0.390 -1.439 1.174
H 2.467 -1.941 -0.480
H 1.761 -1.603 1.079
H 3.580 0.031 -0.311
H 2.772 0.357 1.219
C -0.100 2.553 -0.295
O -1.091 2.328 0.541
C -2.104 1.377 0.222
H 0.334 3.528 -0.025
H -2.519 1.054 1.184
H -2.875 1.845 -0.403

=====

46
Properties=species:S:1:pos:R:3 method="wB97M-V/def2-TZVPD" de_lowest_ev=7.319 smiles="C=COC(=O)OB(O)O.COCCOC.COCCOC" orbital_gap_ev=6.777
C -1.983 -2.390 -2.891
C -1.552 -3.722 -2.385
O -0.740 -3.924 -1.164
C -0.269 -2.647 -0.602
O 0.675 -1.862 -1.155
O -0.859 -2.245 0.707
B -1.407 -0.874 0.644
O -2.483 -0.443 -0.291
O -0.855 0.157 1.545
H -1.288 -1.889 -3.721
H -2.892 -1.757 -2.514
H -1.822 -4.696 -2.998
H -2.031 0.274 -0.852
H 0.034 0.429 1.121
C -3.184 2.305 2.866
O -3.699 3.628 2.970
C -3.336 4.440 1.849
C -4.508 4.600 0.877
O -4.820 3.363 0.231
C -5.976 2.743 0.785
H -3.650 1.693 3.643
H -3.408 1.859 1.892
H -2.103 2.314 3.029
H -2.455 4.031 1.337
H -3.070 5.425 2.244
H -4.219 5.305 0.090
H -5.389 5.010 1.388
H -6.871 3.298 0.489
H -5.921 2.684 1.875
H -6.045 1.727 0.386
C 6.490 -2.899 0.532
O 5.975 -1.576 0.636
C 6.338 -0.764 -0.485
C 5.166 -0.604 -1.457
O 4.854 -1.841 -2.103
C 3.698 -2.461 -1.549
H 6.024 -3.511 1.309
H 6.266 -3.345 -0.442
H 7.571 -2.890 0.695
H 7.219 -1.173 -0.997
H 6.604 0.221 -0.090
H 5.455 0.101 -2.244
H 4.285 -0.194 -0.946
H 2.803 -1.906 -1.846
H 3.753 -2.520 -0.459
H 3.629 -3.476 -1.949

=====

98
Properties=species:S:1:pos:R:3 method="wB97M-V/def2-TZVPD" smiles="CC(=O)N(C)CCCC[SiH2]B(O)N(C)C.COC(=O)OC.COC(=O)OC.COC(=O)OC.COC(=O)OC.COC(=O)OC" orbital_gap_ev=8.858
C 2.509 0.898 1.295
C 1.729 1.195 0.042
O 1.375 0.339 -0.667
N 1.436 2.552 -0.301
C 2.670 3.153 -0.861
C 0.936 3.303 0.856
C 0.085 4.494 0.370
C -1.258 4.598 1.118
C -2.470 4.831 0.187
Si -3.402 3.216 -0.224
B -5.355 3.467 0.103
O -5.860 4.735 -0.165
N -6.310 2.448 0.567
C -6.570 1.404 -0.422
C -5.978 1.919 1.893
H 3.170 1.722 1.537
H 1.866 0.648 2.125
H 3.112 0.030 1.104
H 2.428 3.730 -1.740
H 3.200 3.749 -0.123
H 3.339 2.358 -1.161
H 1.746 3.724 1.454
H 0.370 2.651 1.509
H -0.085 4.415 -0.696
H 0.664 5.393 0.545
H -1.190 5.426 1.810
H -1.405 3.722 1.736
H -2.087 5.240 -0.737
H -3.117 5.560 0.653
H -3.078 2.821 -1.613
H -2.862 2.184 0.703
H -6.529 4.614 -0.857
H -7.157 1.846 -1.220
H -7.194 0.631 -0.005
H -5.685 0.966 -0.894
H -6.327 2.601 2.655
H -4.928 1.652 2.029
H -6.542 1.007 2.034
C 6.015 0.720 -0.625
O 6.999 1.600 -0.083
C 7.711 1.077 0.919
O 7.581 -0.029 1.374
O 8.587 1.996 1.327
C 9.423 1.572 2.405
H 5.508 1.256 -1.424
H 6.478 -0.171 -1.044
H 5.286 0.445 0.136
H 10.024 0.713 2.111
H 8.827 1.333 3.284
H 10.082 2.405 2.637
C -0.773 0.150 4.427
O -0.656 0.000 5.841
C 0.129 0.909 6.422
O 0.714 1.799 5.859
O 0.153 0.661 7.731
C 0.962 1.563 8.488
H -1.430 -0.640 4.073
H -1.215 1.113 4.177
H 0.199 0.042 3.948
H 0.590 2.582 8.396
H 2.000 1.509 8.167
H 0.893 1.251 9.526
C 5.461 -6.225 0.496
O 5.179 -5.016 -0.210
C 4.054 -4.407 0.170
O 3.298 -4.791 1.025
O 3.914 -3.302 -0.561
C 2.739 -2.539 -0.263
H 6.393 -6.613 0.093
H 5.586 -6.029 1.559
H 4.671 -6.957 0.337
H 2.753 -2.206 0.771
H 1.841 -3.123 -0.457
H 2.742 -1.674 -0.916
C -3.826 -1.291 -1.934
O -4.864 -2.186 -1.527
C -5.398 -2.894 -2.522
O -5.078 -2.833 -3.681
O -6.344 -3.683 -2.011
C -7.004 -4.509 -2.972
H -3.473 -0.776 -1.044
H -2.995 -1.840 -2.373
H -4.209 -0.554 -2.638
H -6.295 -5.184 -3.449
H -7.510 -3.901 -3.719
H -7.741 -5.093 -2.429
C -3.338 -3.495 -6.762
O -1.997 -2.996 -6.791
C -1.102 -3.791 -6.207
O -1.329 -4.850 -5.682
O 0.096 -3.207 -6.303
C 1.161 -3.951 -5.712
H -3.960 -2.759 -7.263
H -3.407 -4.442 -7.296
H -3.684 -3.609 -5.737
H 1.273 -4.917 -6.201
H 0.992 -4.085 -4.645
H 2.068 -3.371 -5.859

=====

23
Properties=species:S:1:pos:R:3 method="wB97M-V/def2-TZVPD" de_lowest_ev=1.043 smiles=COC[C@H](C)N.O.O orbital_gap_ev=10.026
C 0.127 0.821 -0.604
O -0.412 -0.458 -0.356
C -1.799 -0.455 -0.585
C -2.313 -1.888 -0.578
C -1.778 -2.737 -1.736
N -3.769 -1.983 -0.437
H -0.032 1.091 -1.655
H 1.202 0.918 -0.453
H -0.331 1.543 0.081
H -2.376 0.133 0.138
H -1.966 -0.014 -1.580
H -1.904 -2.406 0.296
H -2.113 -2.468 -2.738
H -2.003 -3.775 -1.504
H -0.691 -2.616 -1.742
H -4.008 -1.766 0.529
H -4.245 -1.247 -0.959
O 3.355 2.259 1.557
H 3.479 2.294 0.603
H 4.247 2.375 1.929
O 5.563 3.151 3.157
H 6.505 3.167 3.360
H 5.262 4.060 3.276